(1)
Molecular formula: C33H24N3NiO5PS2
Method: DFT, wB97M-V/def2-TZVPD

Structure (XYZ):
```
69
Properties=species:S:1:pos:R:3
Ni 0.48703 0.91327 0.14124
S 1.61253 1.01517 2.40244
C 1.44623 2.61527 1.88714
N 1.00383 2.89257 0.68714
C 1.01853 4.23097 0.41664
C 0.70983 4.84477 -0.79606
C 0.87573 6.20907 -0.92376
C 1.30633 6.98377 0.14884
C 1.60013 6.39937 1.36644
C 1.47153 5.02757 1.48914
S 1.88873 4.01987 2.85394
H 0.35343 4.25497 -1.62546
H 0.67573 6.68497 -1.87266
H 1.42433 8.05087 0.03104
H 1.94583 6.99067 2.19954
O -0.72877 1.92317 -1.31996
C -1.95287 2.07357 -1.30166
C -2.90617 1.36367 -0.52046
C -4.26387 1.55687 -0.78626
C -5.21807 0.76737 -0.18636
C -4.82127 -0.27633 0.68054
C -3.51417 -0.44973 1.00344
C -2.48337 0.41307 0.48954
O -1.30877 0.32277 0.92284
N -6.59737 1.00717 -0.44256
O -6.88427 1.95467 -1.15276
O -7.41457 0.26367 0.06774
H -2.38957 2.79147 -2.01946
H -4.57117 2.32817 -1.47586
H -5.58507 -0.92313 1.08754
H -3.20837 -1.23333 1.68074
O 2.02453 2.03347 -1.98486
N 2.02673 0.85797 -1.25296
C 3.17183 0.28557 -1.22286
C 3.50293 -0.97563 -0.60206
C 4.83513 -1.39263 -0.71746
C 5.28623 -2.55253 -0.12286
C 4.41213 -3.32403 0.62544
C 3.08843 -2.94233 0.73684
C 2.60823 -1.79133 0.11994
P 0.84203 -1.35283 0.23014
C 0.17093 -2.37293 1.57804
C 0.75033 -2.35013 2.84724
C 0.15113 -3.03383 3.88934
C -1.01827 -3.74813 3.68044
C -1.59637 -3.77613 2.42214
C -1.01657 -3.07433 1.38154
C 0.21923 -2.15153 -1.28926
C -0.36757 -1.34823 -2.25886
C -0.88187 -1.90363 -3.41676
C -0.80697 -3.27253 -3.61276
C -0.20857 -4.07823 -2.65546
C 0.30283 -3.52493 -1.49566
H 1.10273 2.36017 -1.96456
H 3.99023 0.80257 -1.72436
H 5.52533 -0.78033 -1.28056
H 6.32043 -2.84273 -0.22056
H 4.76593 -4.21153 1.12644
H 2.41193 -3.54033 1.32654
H 1.65453 -1.78313 3.01624
H 0.58573 -3.00553 4.87764
H -1.48497 -4.27013 4.50204
H -2.50417 -4.33753 2.25354
H -1.48167 -3.06023 0.40554
H -0.41927 -0.28023 -2.09446
H -1.33947 -1.27103 -4.16406
H -1.21637 -3.70583 -4.51296
H -0.14677 -5.14483 -2.80636
H 0.76723 -4.15653 -0.75176
```

**Molar mass**: 696.37 g/mol
**Frontier orbital gap (alpha / beta)**: 7.20 / 7.00 eV
**HOMO energy (alpha / beta)**: -7.693 / -7.655 eV
**Multiplicity**: 3

Löwdin population analysis, charges in e, atoms 1 to 8:
1 Ni 0.337
2 S 0.641
3 C -1.099
4 N -0.051
5 C -0.295
6 C -0.023
7 C -0.086
8 C -0.097

***

(2)
Molecular formula: C2HCl6P
Method: DFT, wB97M-V/def2-TZVPD

Structure (XYZ):
```
10
Properties=species:S:1:pos:R:3
C -1.47403 -0.43460 -0.22813
C 3.45209 -0.05448 0.09207
P -0.52787 1.18700 -0.29032
Cl -2.24432 -0.74374 -1.73576
Cl -0.49135 -1.85270 0.25005
Cl -2.07670 2.48288 -0.07341
Cl 3.35258 -1.63664 0.61663
Cl 2.24534 0.37114 -0.95476
Cl -0.02452 0.99757 1.66863
H -2.21122 -0.31644 0.65502
```

**Molar mass**: 268.72 g/mol
**Frontier orbital gap**: 8.30 eV
**HOMO energy**: -9.315 eV
**Energy relative to the best compared isomer or geometry (same formula, charge and spin)**: 28.3 kcal/mol

Löwdin population analysis, charges in e, atoms 1 to 8:
1 C -1.506
2 C -1.043
3 P 0.057
4 Cl 0.552
5 Cl 0.469
6 Cl 0.194
7 Cl 0.546
8 Cl 0.502

***

(3)
Molecular formula: C6H11N2
Method: DFT, wB97M-V/def2-TZVPD

Structure (XYZ):
```
19
Properties=species:S:1:pos:R:3
C 1.17743 -2.97510 -2.02882
N 2.02306 -1.79674 -1.65933
H 0.30994 -2.65133 -2.62819
H 0.80854 -3.48171 -1.12115
H 1.76430 -3.69732 -2.62093
H 2.37339 -1.31556 -2.51216
H 1.47391 -1.11265 -1.10071
H 2.84262 -2.09703 -1.09387
N -0.21307 0.75288 0.48532
C -0.30747 0.65175 1.82002
C -0.94369 1.71196 -0.10368
C -1.11138 1.47874 2.60328
C -1.77645 2.58700 0.59239
C -1.86341 2.46911 1.97700
H 0.29689 -0.13809 2.28533
H -0.85446 1.78052 -1.19590
H -1.14341 1.34294 3.69238
H -2.34834 3.35083 0.04915
H -2.50835 3.13981 2.55994
```

**Molar mass**: 111.17 g/mol
**Frontier orbital gap**: 8.69 eV
**HOMO energy**: -12.427 eV
**Energy relative to the best compared isomer or geometry (same formula, charge and spin)**: 20.2 kcal/mol
**Total charge**: +1

Löwdin population analysis, charges in e, atoms 1 to 8:
1 C -0.027
2 N 0.138
3 H 0.111
4 H 0.111
5 H 0.109
6 H 0.182
7 H 0.153
8 H 0.182

***

(4)
Molecular formula: C4H14O2S
Method: DFT, wB97M-V/def2-TZVPD

Structure (XYZ):
```
21
Properties=species:S:1:pos:R:3
C 0.43761 -3.61240 1.16172
C 0.94809 -2.91772 -0.09034
C 1.86492 -1.70097 0.16028
S 1.38039 -0.08752 -0.35163
C -0.34211 0.02646 -0.01303
H 1.19003 -4.17208 1.68059
H -0.35935 -4.29037 0.89271
H -0.05581 -2.90950 1.83989
H 1.50108 -3.63830 -0.69640
H 0.12669 -2.62354 -0.67772
H 2.00690 -1.56425 1.24941
H 2.86151 -1.89199 -0.23569
H -0.89985 -0.73937 -0.54571
H -0.62960 1.03845 -0.26303
H -0.59721 -0.08373 1.04307
H -2.36216 4.37007 -2.15209
H -2.41696 5.53222 -3.11674
O -2.70519 5.26494 -2.23836
H -0.56997 4.68443 1.54918
H -0.35826 4.81921 0.08967
O -1.02077 4.49598 0.71423
```

**Molar mass**: 126.22 g/mol
**Frontier orbital gap (alpha / beta)**: 10.37 / 5.24 eV
**HOMO energy (alpha / beta)**: -13.498 / -13.498 eV
**Energy relative to the best compared isomer or geometry (same formula, charge and spin)**: 5.5 kcal/mol
**Multiplicity**: 2
**Total charge**: +1

Löwdin population analysis, charges in e, atoms 1 to 8:
1 C -0.081
2 C -0.265
3 C -0.432
4 S 1.193
5 C -0.298
6 H 0.081
7 H 0.084
8 H 0.082

***

(5)
Molecular formula: C30H32ClLaN3SSi2
Method: DFT, wB97M-V/def2-TZVPD

Structure (XYZ):
```
70
Properties=species:S:1:pos:R:3
C 0.15145 0.05939 1.95260
C 0.93877 -1.04113 1.47334
C 1.97091 -0.51148 0.64269
H 0.84194 -2.07577 1.81068
C 1.84230 0.90855 0.61612
C 0.73879 1.27224 1.44403
H 0.42134 2.28625 1.68708
H -0.66336 0.01225 2.67341
H 2.78237 -1.07374 0.19029
H 2.46622 1.60263 0.05836
La -0.28995 0.18386 -0.58511
Si 1.76152 -0.31199 -7.65931
C 1.82862 -2.03073 -8.37396
C 1.51444 -2.32881 -9.70912
H 1.16425 -1.53123 -10.36172
C 1.64852 -3.63817 -10.18751
H 1.43338 -3.85503 -11.23315
C 2.04708 -4.67577 -9.34546
H 2.11424 -5.70362 -9.70173
C 2.35625 -4.39219 -8.01282
H 2.66265 -5.18999 -7.33104
C 2.27747 -3.07570 -7.54939
H 2.55203 -2.87308 -6.51084
C 3.26825 0.55075 -8.32818
C 4.42561 -0.21614 -8.58226
H 4.35629 -1.30379 -8.64658
C 5.68804 0.38146 -8.65439
H 6.57595 -0.23617 -8.79585
C 5.82597 1.76156 -8.49550
H 6.81632 2.22022 -8.46965
C 4.67724 2.54365 -8.34193
H 4.77806 3.62849 -8.24628
C 3.40885 1.94873 -8.25804
H 2.52415 2.56112 -8.06945
H 2.23416 -0.58578 -6.28873
Si 1.22149 -0.64198 -3.19419
C 2.86067 0.25050 -3.06888
C 4.10402 -0.42041 -3.15059
H 4.14013 -1.47656 -3.43288
C 5.30043 0.26068 -2.88594
H 6.25444 -0.25926 -2.98148
C 5.29271 1.62456 -2.58140
H 6.22019 2.16760 -2.39437
C 4.06557 2.29603 -2.47661
H 4.03387 3.37076 -2.26241
C 2.86427 1.62926 -2.73953
H 1.90846 2.17299 -2.72211
C 1.57827 -2.46666 -3.27823
C 1.97222 -3.15174 -2.09839
H 2.06781 -2.60171 -1.15499
C 2.19611 -4.53108 -2.12303
H 2.47310 -5.03629 -1.19386
C 2.08371 -5.24681 -3.31864
H 2.26916 -6.32031 -3.32259
C 1.65920 -4.59093 -4.47544
H 1.56212 -5.15838 -5.40516
C 1.35337 -3.22527 -4.44933
H 0.93603 -2.73810 -5.33795
H 0.41750 0.38540 -7.66928
Cl -0.05662 0.05980 -4.66144
N -2.75259 -0.09292 0.18278
N -2.67324 0.70664 1.38741
C -2.54415 2.06423 1.12022
N -3.16329 2.85733 2.00582
S -1.62123 2.60509 -0.19412
H -3.33083 0.39205 -0.51612
H -3.23854 -0.97097 0.37793
H -3.39672 0.45893 2.06935
H -3.14261 3.85467 1.85400
H -3.54485 2.50387 2.88349
```

**Molar mass**: 697.21 g/mol
**Frontier orbital gap**: 5.24 eV
**HOMO energy**: -9.005 eV
**Energy relative to the best compared isomer or geometry (same formula, charge and spin)**: 14.4 kcal/mol
**Total charge**: +1

Löwdin population analysis, charges in e, atoms 1 to 8:
1 C -0.263
2 C -0.196
3 C -0.222
4 H 0.117
5 C -0.240
6 C -0.300
7 H 0.091
8 H 0.098

***

(6)
Molecular formula: C2H9N3O
Method: DFT, wB97M-V/def2-TZVPD

Structure (XYZ):
```
15
Properties=species:S:1:pos:R:3
N 0.17097 0.02324 1.95352
C -0.50990 0.35400 0.75596
N 0.28402 1.13280 -0.13193
N -0.47655 1.45285 -1.32472
H -0.02921 0.61172 2.75132
H 1.07486 -0.40126 1.77974
H -0.69481 -0.70842 0.18183
H -1.47127 0.83465 0.94136
H 1.06908 0.53131 -0.44774
H -0.89448 2.36713 -1.16860
H 0.19882 1.54439 -2.08107
C 0.26054 -1.87257 -0.75876
O 1.30178 -1.23513 -0.93024
H -0.45252 -2.03097 -1.58375
H 0.16867 -2.60376 0.06307
```

**Molar mass**: 91.11 g/mol
**Frontier orbital gap**: 8.94 eV
**Structure (SMILES)**: NCNN.C=O
**HOMO energy**: -8.238 eV
**Energy relative to the best compared isomer or geometry (same formula, charge and spin)**: 79.5 kcal/mol

Löwdin population analysis, charges in e, atoms 1 to 8:
1 N 0.024
2 C -0.373
3 N -0.142
4 N -0.005
5 H 0.075
6 H 0.077
7 H 0.090
8 H 0.123

***

In order of appearance, E_tot = -4458.3923; -3179.2446; -344.4829; -709.1333; -2795.3912; -321.0051 Ha.